Computed, not measured: a molecular structure, C22H69Cd2N5O12 in a non-equilibrium geometry, with wB97M-V/def2-TZVPD.

```
110
Properties=species:S:1:pos:R:3:mulliken_spin:R:1
Cd 4.979 2.037 -1.767 0.00
Cd 3.190 -1.189 -2.943 0.00
O 1.250 -1.310 -2.160 0.00
C 1.019 -0.212 -1.275 0.00
C 2.257 0.745 -0.968 0.00
O 3.493 0.584 -1.718 0.00
H 0.612 -0.716 -0.399 0.00
H 0.147 0.341 -1.624 0.00
H 2.518 0.669 0.087 0.00
H 1.953 1.777 -1.144 0.00
C -2.851 -1.953 3.638 0.00
C -1.931 -1.588 2.432 0.00
C -0.404 -1.979 2.736 0.00
O -0.372 -3.361 3.208 0.00
C 0.987 -3.805 3.420 0.00
N -2.381 -2.360 1.287 0.00
H -2.701 -1.328 4.518 0.00
H -2.733 -3.007 3.891 0.00
H -3.893 -1.839 3.339 0.00
H -1.940 -0.533 2.160 0.00
H 0.074 -1.368 3.502 0.00
H 0.175 -1.916 1.815 0.00
H 1.267 -4.094 2.407 0.00
H 1.036 -4.631 4.130 0.00
H 1.788 -3.165 3.789 0.00
H -1.743 -2.142 0.535 0.00
H -2.193 -3.351 1.243 0.00
C 0.598 1.556 2.732 0.00
C 0.718 3.036 2.648 0.00
C -0.719 3.597 2.551 0.00
O -1.504 3.086 1.493 0.00
C -1.081 3.233 0.181 0.00
N 1.325 3.560 3.866 0.00
H 0.182 1.222 1.782 0.00
H -0.073 1.197 3.513 0.00
H 1.597 1.140 2.865 0.00
H 1.337 3.357 1.810 0.00
H -0.574 4.677 2.520 0.00
H -1.193 3.463 3.524 0.00
H 0.000 3.087 0.189 0.00
H -1.306 4.217 -0.231 0.00
H -1.628 2.564 -0.482 0.00
H 0.793 3.072 4.572 0.00
H 1.053 4.530 3.935 0.00
C -0.551 0.387 -7.706 0.00
C -0.414 -0.159 -6.216 0.00
C -0.847 0.796 -4.977 0.00
O 0.120 1.887 -4.810 0.00
C -0.166 2.682 -3.657 0.00
N -1.259 -1.390 -6.157 0.00
H 0.283 1.044 -7.953 0.00
H -1.396 1.071 -7.787 0.00
H -0.610 -0.440 -8.413 0.00
H 0.653 -0.375 -6.160 0.00
H -1.055 0.259 -4.052 0.00
H -1.814 1.168 -5.315 0.00
H -0.532 3.666 -3.953 0.00
H 0.793 2.776 -3.148 0.00
H -0.808 2.201 -2.919 0.00
H -1.472 -1.646 -5.203 0.00
H -2.164 -1.110 -6.506 0.00
C 3.632 0.997 5.640 0.00
C 4.135 -0.255 4.971 0.00
C 4.531 0.045 3.535 0.00
O 5.086 -1.073 2.885 0.00
C 4.350 -1.662 1.862 0.00
N 5.369 -0.694 5.669 0.00
H 4.420 1.654 6.008 0.00
H 3.095 0.665 6.529 0.00
H 2.970 1.597 5.015 0.00
H 3.447 -1.094 5.073 0.00
H 5.280 0.837 3.509 0.00
H 3.686 0.410 2.952 0.00
H 4.844 -2.385 1.213 0.00
H 3.940 -1.006 1.095 0.00
H 3.510 -2.216 2.282 0.00
H 4.972 -1.328 6.347 0.00
H 5.817 -1.281 4.980 0.00
C -7.704 -0.762 -0.028 0.00
C -6.638 0.021 -0.850 0.01
C -5.232 -0.601 -0.840 0.13
O -4.366 0.258 -1.513 0.01
C -3.020 -0.290 -1.535 0.00
N -7.104 0.110 -2.260 0.79
H -8.744 -0.507 -0.230 0.00
H -7.469 -0.481 0.999 0.00
H -7.626 -1.845 -0.124 0.00
H -6.633 1.057 -0.512 0.02
H -5.380 -1.626 -1.180 0.00
H -5.020 -0.723 0.222 0.02
H -2.777 -0.352 -0.474 0.00
H -2.309 0.332 -2.079 0.00
H -3.106 -1.253 -2.037 0.00
H -7.302 -0.829 -2.577 0.00
H -6.271 0.383 -2.762 0.00
O 3.890 3.870 -1.449 0.00
H 3.317 4.318 -2.072 0.00
H 3.891 4.433 -0.676 0.00
O -1.168 -2.590 -3.369 0.00
H -0.413 -2.019 -3.227 0.00
H -0.799 -3.472 -3.401 0.00
O 5.343 1.946 0.294 0.00
H 6.110 1.444 0.568 0.00
H 4.865 2.117 1.105 0.00
O 2.628 -2.668 -4.301 0.00
H 1.929 -3.196 -3.916 0.00
H 2.717 -3.002 -5.194 0.00
O -0.178 -3.763 -0.562 0.00
H -0.302 -4.348 -1.310 0.00
H -0.097 -2.892 -0.949 0.00
```

Total charge: +3
2S+1: 2
Frontier orbital gap (alpha / beta) in eV: 3.5 / 3.3
Expectation value of S²: 0.755